Formula: C3H5N3S2
Source: the OMol25 dataset
Level of theory: ωB97M-V with the def2-TZVPD basis set

Geometry as ORCA input:
```
! RIJCOSX wB97M-V def2-TZVPD def2/J DEFGRID3
* xyz 0 1
C -2.0273 1.5864 1.6205
N -1.1904 1.5291 0.6673
N -0.5976 0.2591 0.5581
C 0.2437 0.2288 -0.3876
N 0.9457 -0.9371 -0.6660
S 0.6838 -2.3698 0.3025
C 1.8562 -1.0262 -1.6762
S 2.3094 0.1435 -2.7367
H -2.5280 2.5239 1.7667
H -2.2629 0.7370 2.2549
H 0.4873 1.0767 -1.0632
H -0.2257 -1.7479 1.0725
H 2.3056 -2.0035 -1.7129
*
```

* relative energy (zero: lowest compared OMol25 entry of this formula, charge and spin): 2.340 eV
* orbital gap: 8.403 eV
* E_HOMO: -8.763 eV
* SMILES string: C=N/N=C/N(S)C=S
* LUMO level: -0.361 eV

Atomic partial charges in e from the Löwdin method, atoms 1 to 6: -0.033, -0.056, -0.032, -0.234, -0.496, 0.823


Formula: CHClF2
Source: the OMol25 dataset
Level of theory: ωB97M-V with the def2-TZVPD basis set

Geometry as ORCA input:
```
! RIJCOSX wB97M-V def2-TZVPD def2/J DEFGRID3
* xyz 0 1
F -1.0626 -0.4495 -0.7274
C 0.0747 -0.0784 -0.0245
F 0.2945 1.1575 -0.5679
Cl -0.3722 0.0489 1.5683
H 1.0656 -0.6784 -0.2485
*
```

* relative energy (zero: lowest compared OMol25 entry of this formula, charge and spin): 0.270 eV
* orbital gap: 13.154 eV
* E_HOMO: -12.234 eV
* SMILES string: FC(F)Cl
* LUMO level: 0.920 eV

Partial charges, Löwdin, in e: -0.043, -0.869, -0.033, 0.786, 0.159


Formula: C42H62GeN5O3P3S5Ti
Source: the OMol25 dataset
Level of theory: ωB97M-V with the def2-TZVPD basis set

Geometry as ORCA input:
```
! RIJCOSX wB97M-V def2-TZVPD def2/J DEFGRID3
* xyz -1 4
Ti -0.3806 0.1945 -0.1133
C -3.7851 -3.4824 1.4184
C -2.5383 -3.0659 2.1968
C -2.9418 -2.2599 3.4300
P -1.1668 -2.3203 1.1474
C 0.2237 -2.5833 2.3247
N 0.2954 -1.5221 3.3188
Ge 0.4915 0.2606 2.5900
N 2.6181 0.2999 2.6824
C 3.5801 -0.0591 1.6396
P 2.9423 -1.2919 0.4403
C 4.0911 -1.2858 -1.0285
C 4.2070 -0.0480 -1.9105
C 3.7388 -2.4884 -1.9113
C 3.8585 -2.9847 1.3341
C 3.5354 -2.9792 2.8244
C 5.3582 -3.1139 1.1045
C 3.0889 1.2758 3.5167
C 4.2621 2.0283 3.3633
C 4.5673 3.0491 4.2528
C 3.7286 3.3557 5.3102
C 2.5843 2.5868 5.5114
C 2.3001 1.5427 4.6554
N 1.1843 0.6354 4.7901
C 1.5614 -0.7167 5.1912
C 2.4157 -0.9330 6.2571
C 2.6295 -2.2131 6.7489
C 1.9465 -3.2670 6.1614
C 1.1372 -3.0622 5.0577
C 0.9687 -1.7863 4.4969
C 0.0855 1.1041 5.6108
C 0.1642 1.2371 6.9827
C -0.9297 1.6767 7.7190
C -2.1056 1.9560 7.0433
C -2.2066 1.7923 5.6718
C -1.1074 1.3567 4.9058
N -1.0801 1.1308 3.5636
C -2.3333 1.1974 2.8583
P -2.1424 1.7700 1.1401
C -3.8818 1.7048 0.5010
C -4.4622 0.3029 0.7184
C -4.8485 2.7613 1.0301
C -1.6669 3.5608 1.2827
C -0.1491 3.7054 1.4348
C -2.3627 4.3402 2.4052
C -0.9285 -3.7286 -0.0491
C -1.8450 -3.6057 -1.2747
C 0.5163 -3.8420 -0.5337
H -4.5108 -3.9121 2.1145
H -3.5754 -4.2296 0.6552
H -4.2615 -2.6254 0.9373
H -2.0508 -3.9837 2.5482
H -3.6687 -1.4924 3.1617
H -2.0953 -1.7876 3.9279
H -3.4378 -2.9280 4.1392
H 1.1393 -2.6240 1.7276
H 0.0998 -3.5671 2.7813
H 4.4740 -0.4794 2.1226
H 3.8997 0.8120 1.0636
H 5.0723 -1.4331 -0.5799
H 3.3016 0.1044 -2.5006
H 5.0265 -0.2039 -2.6186
H 4.4319 0.8580 -1.3453
H 2.7877 -2.3044 -2.4176
H 3.6571 -3.4185 -1.3466
H 4.5034 -2.6235 -2.6815
H 3.3423 -3.8003 0.8274
H 3.1797 -2.0144 3.1888
H 4.4224 -3.2309 3.4138
H 2.7731 -3.7148 3.0779
H 5.8968 -2.2303 1.4617
H 5.6267 -3.2845 0.0630
H 5.7442 -3.9659 1.6783
H 4.9255 1.8532 2.5286
H 5.4720 3.6246 4.0944
H 3.9571 4.1729 5.9820
H 1.9243 2.8118 6.3366
H 2.9243 -0.0816 6.6943
H 3.2994 -2.3778 7.5826
H 2.0613 -4.2735 6.5471
H 0.6594 -3.9213 4.6062
H 1.0842 0.9807 7.4892
H -0.8650 1.7817 8.7936
H -2.9781 2.2934 7.5915
H -3.1638 1.9921 5.2128
H -3.0580 1.8374 3.3588
H -2.8018 0.2132 2.7808
H -3.7610 1.8719 -0.5740
H -4.8066 0.1839 1.7490
H -3.7369 -0.4779 0.4957
H -5.3272 0.1539 0.0674
H -4.8962 2.7615 2.1221
H -5.8550 2.5518 0.6575
H -4.5763 3.7625 0.6970
H -1.9481 3.9798 0.3118
H 0.1788 3.3629 2.4186
H 0.1187 4.7607 1.3418
H 0.4014 3.1592 0.6756
H -2.3639 3.7878 3.3467
H -3.3897 4.6143 2.1686
H -1.8104 5.2640 2.5923
H -1.1844 -4.6397 0.5058
H -1.3725 -2.9764 -2.0283
H -2.8185 -3.1702 -1.0584
H -1.9965 -4.5917 -1.7216
H 0.8613 -2.8880 -0.9416
H 0.5741 -4.5781 -1.3401
H 1.2035 -4.1497 0.2542
O 1.1116 3.2404 -6.5949
C 0.7562 2.6348 -5.6119
S -0.0588 3.3675 -4.2287
C -0.2677 1.9013 -3.2654
C 0.2066 0.7544 -3.7927
S 0.2081 -0.8745 -3.1637
S 0.9659 0.8978 -5.3820
S -1.0695 2.1980 -1.7298
O -2.1271 -0.5082 -1.3734
H -1.5435 -0.8230 -2.1304
H -2.4019 0.3683 -1.7072
O 2.5707 2.2005 0.0904
S 1.8043 1.2858 -0.7751
N 1.6436 -0.2285 -0.2405
*
```

* orbital gap (spin up / spin down): 6.224 / 5.696 eV
* E_HOMO (spin up / spin down): -4.036 / -4.347 eV
* <S²>: 3.774
* LUMO level (spin up / spin down): 2.188 / 1.349 eV

Atomic partial charges in e from the Löwdin method, atoms 1 to 6: 0.307, -0.113, -0.525, -0.107, 1.057, -0.409


Formula: C3H4O3
Source: the OMol25 dataset
Level of theory: ωB97M-V with the def2-TZVPD basis set

Geometry as ORCA input:
```
! RIJCOSX wB97M-V def2-TZVPD def2/J DEFGRID3
* xyz 0 1
O -0.6393 -0.2834 2.1644
C 0.0117 -0.9654 1.3949
C 0.5096 -0.2944 0.0616
O 1.6587 -0.3780 -0.3071
C -0.4999 0.5537 -0.7087
O 0.0651 1.0491 -1.8858
H 0.1162 -1.7710 2.1216
H -0.8480 1.3618 -0.0460
H -1.3785 -0.0732 -0.9299
H 1.0044 0.8008 -1.8649
*
```

* relative energy (zero: lowest compared OMol25 entry of this formula, charge and spin): 2.730 eV
* orbital gap: 9.593 eV
* E_HOMO: -10.057 eV
* SMILES string: O=CC(=O)CO
* LUMO level: -0.464 eV

Atomic partial charges in e from the Löwdin method, atoms 1 to 6: 0.041, -0.120, -0.287, 0.112, -0.199, -0.037


Formula: C5H4N2O
Source: the OMol25 dataset
Level of theory: ωB97M-V with the def2-TZVPD basis set

Geometry as ORCA input:
```
! RIJCOSX wB97M-V def2-TZVPD def2/J DEFGRID3
* xyz 0 1
O 1.6922 -1.8804 1.6204
C 1.0100 -1.1847 0.9278
N 0.9715 0.1628 1.3898
C 0.4998 1.2396 0.8366
C -0.3698 1.3460 -0.3005
C -0.9100 0.3063 -0.9882
C -0.4854 -1.1317 -1.0213
N 0.2321 -1.7295 -0.0831
H 0.7112 2.1185 1.4065
H -0.7409 2.2517 -0.5275
H -1.7402 0.5023 -1.6333
H -0.8705 -2.0008 -1.6271
*
```

* relative energy (zero: lowest compared OMol25 entry of this formula, charge and spin): 2.118 eV
* orbital gap: 8.117 eV
* E_HOMO: -9.484 eV
* SMILES string: O=c1nccccn1
* LUMO level: -1.367 eV

Atomic partial charges in e from the Löwdin method, atoms 1 to 6: 0.104, -0.541, 0.150, -0.107, -0.040, -0.019


Formula: C16H14N4O4
Source: the OMol25 dataset
Level of theory: ωB97M-V with the def2-TZVPD basis set

Geometry as ORCA input:
```
! RIJCOSX wB97M-V def2-TZVPD def2/J DEFGRID3
* xyz 0 1
C -0.6525 -3.7382 0.5002
C -0.8617 -2.3020 0.1966
C 0.0784 -1.3380 -0.1097
C 1.4651 -1.4970 -0.3519
C 2.4090 -0.5513 -0.0842
C 2.1525 0.5846 0.8075
O 1.2550 0.6531 1.6162
N 3.1020 1.5936 0.7388
C 4.3087 1.5606 0.0847
O 5.0855 2.4815 0.0903
N 4.5800 0.3655 -0.5457
C 3.7444 -0.7310 -0.6628
O 4.1199 -1.7286 -1.2392
C -0.6288 -0.0661 -0.2436
O -0.2507 1.0196 -0.6212
N -1.9598 -0.3842 0.0299
C -3.0489 0.4837 -0.1238
C -4.2052 0.0767 -0.7843
C -5.2552 0.9641 -0.9339
C -5.1528 2.2565 -0.4475
C -3.9919 2.6643 0.1895
C -2.9410 1.7832 0.3616
N -2.0842 -1.7375 0.2759
C -3.2118 -2.2836 0.9818
H -0.6592 -3.9076 1.5776
H 0.3118 -4.0575 0.1161
H -1.4378 -4.3457 0.0544
H 1.8038 -2.4010 -0.8466
H 2.9140 2.4259 1.2858
H 5.4874 0.2947 -0.9921
H -4.2753 -0.9199 -1.1945
H -6.1519 0.6457 -1.4442
H -5.9734 2.9463 -0.5728
H -3.9057 3.6739 0.5610
H -2.0305 2.0886 0.8503
H -3.8798 -1.4746 1.2712
H -2.8792 -2.8049 1.8811
H -3.7615 -2.9858 0.3504
*
```

* orbital gap: 7.809 eV
* E_HOMO: -8.223 eV
* SMILES string: Cc1c(C=C2C(=O)NC(=O)NC2=O)c(=O)n(-c2ccccc2)n1C
* LUMO level: -0.414 eV

Atomic partial charges in e from the Löwdin method, atoms 1 to 6: 0.011, -0.191, -0.073, 0.081, -0.038, -0.404


Formula: C5H11NO2
Source: the OMol25 dataset
Level of theory: ωB97M-V with the def2-TZVPD basis set

Geometry as ORCA input:
```
! RIJCOSX wB97M-V def2-TZVPD def2/J DEFGRID3
* xyz 0 1
C -2.4916 -0.9471 0.8393
C -1.4623 -0.0185 0.2710
C -0.4339 0.6549 0.9264
C 0.3053 1.3676 -0.0677
C -0.3078 1.1564 -1.2734
N -1.3697 0.3026 -1.0455
H -2.2230 -1.9739 0.5552
H -3.4655 -0.6341 0.5089
H -2.4857 -0.8985 1.9289
H -0.2709 0.5499 1.9786
H 1.1864 1.9568 0.0900
H -0.1570 1.4475 -2.3019
H -1.9969 0.0151 -1.7726
O 3.5631 0.7072 -0.0819
H 2.9942 -0.0769 -0.0897
H 4.2913 0.5968 0.4966
O 1.7434 -1.5233 -0.0847
H 0.9607 -0.9835 0.1444
H 1.6199 -1.6991 -1.0219
*
```

* relative energy (zero: lowest compared OMol25 entry of this formula, charge and spin): 0.696 eV
* orbital gap: 9.081 eV
* E_HOMO: -8.340 eV
* SMILES string: Cc1ccc[nH]1.O.O
* LUMO level: 0.741 eV

Atomic partial charges in e from the Löwdin method, atoms 1 to 6: -0.028, -0.349, -0.070, -0.113, -0.118, 0.044


Formula: C56H83NO39
Source: the OMol25 dataset
Level of theory: ωB97M-V with the def2-TZVPD basis set

Geometry as ORCA input:
```
! RIJCOSX wB97M-V def2-TZVPD def2/J DEFGRID3
* xyz 0 1
C -12.8298 -1.4880 15.2439
C -12.0934 -2.4172 16.2192
C -10.6151 -2.6988 16.0267
O -10.0061 -2.3526 17.2078
C -10.8925 -1.7411 18.0392
O -10.6503 -1.2665 19.1270
O -12.1049 -1.6764 17.4448
H -12.1983 -0.6312 15.0089
H -13.8194 -1.2207 15.6146
H -13.0197 -1.9929 14.2968
H -12.6070 -3.3772 16.2709
H -10.3526 -2.0325 15.2050
H -10.4674 -3.7217 15.6801
C -11.3443 -0.2722 11.3704
C -10.6398 1.0011 10.8424
C -10.2413 0.9502 9.3172
O -11.0470 1.9612 8.7511
C -11.7225 2.6613 9.6548
O -12.5411 3.5323 9.3899
O -11.6167 2.0708 10.8498
H -10.6656 -1.1237 11.4194
H -12.1819 -0.5998 10.7547
H -11.6448 -0.2100 12.4163
H -9.8554 1.3974 11.4872
H -10.4467 -0.0598 8.9626
H -9.1933 1.2093 9.1668
C -14.4505 -3.8112 11.1542
C -13.1845 -4.6157 11.4985
C -12.0615 -4.7977 10.3927
O -10.9015 -4.5277 11.0886
C -11.1444 -3.8734 12.2769
O -10.3082 -3.5015 13.1060
O -12.4862 -3.7992 12.4082
H -15.1260 -4.2429 10.4157
H -14.2005 -2.8084 10.8077
H -15.0124 -3.7115 12.0828
H -13.4915 -5.5337 11.9997
H -12.1800 -4.0672 9.5925
H -12.1486 -5.7820 9.9327
C -20.0355 -0.0220 13.4364
C -20.0992 -0.5916 11.9988
C -21.5254 -1.1294 11.6035
O -22.1430 -0.0662 10.9047
C -21.2410 0.8350 10.6540
O -21.5346 1.8489 10.0457
O -19.9775 0.5062 11.0995
H -20.1921 -0.7878 14.1960
H -20.8205 0.7215 13.5744
H -19.0508 0.4164 13.5985
H -19.2532 -1.2710 11.8953
H -22.0054 -1.4300 12.5348
H -21.3917 -1.9935 10.9527
C -15.5046 -0.8568 12.8506
C -15.2147 0.4859 13.5683
C -14.2485 1.3460 12.7628
O -15.0847 2.4891 12.5160
C -16.3127 2.3263 13.0108
O -17.2621 3.1420 12.9017
O -16.4736 1.0965 13.4279
H -16.2738 -1.4156 13.3838
H -14.6294 -1.5049 12.8949
H -15.9594 -0.6825 11.8755
H -14.9089 0.3667 14.6077
H -13.9862 0.8505 11.8280
H -13.3673 1.5617 13.3669
C -20.4628 -4.1399 8.6986
C -18.9745 -4.3334 8.7199
C -18.1973 -3.7375 7.5757
O -17.2588 -2.9486 8.1484
C -17.4943 -2.7971 9.4980
O -16.9369 -1.9513 10.1912
O -18.4546 -3.7273 9.8705
H -20.6893 -3.5459 9.5840
H -21.0487 -5.0590 8.7066
H -20.8484 -3.5542 7.8641
H -18.8505 -5.4109 8.8285
H -18.9626 -3.2884 6.9427
H -17.6464 -4.5728 7.1433
C -13.8485 0.0000 20.3634
C -14.0192 1.1969 19.4613
C -12.7705 2.1200 19.3232
O -12.8504 2.4450 17.9660
C -13.6315 1.6147 17.3563
O -13.6025 1.3983 16.1648
O -14.2464 0.8100 18.1439
H -14.6459 -0.7401 20.2975
H -13.8028 0.2126 21.4315
H -12.9333 -0.5559 20.1596
H -14.8186 1.8784 19.7519
H -11.9024 1.5717 19.6890
H -12.8398 2.9814 19.9875
C -18.8967 -5.1394 13.2616
C -17.9597 -5.1461 14.4925
C -16.8092 -6.1140 14.3602
O -15.7548 -5.3471 14.6687
C -16.0110 -4.0994 14.8260
O -15.2865 -3.2178 15.1875
O -17.3224 -3.9098 14.6119
H -18.4076 -4.8606 12.3282
H -19.7295 -4.4363 13.2814
H -19.3900 -6.0518 12.9265
H -18.4875 -5.4536 15.3953
H -16.8416 -6.4488 13.3234
H -16.7590 -6.9747 15.0272
C -9.0375 2.8945 17.4086
C -9.7234 1.8924 16.5095
C -10.3844 2.5481 15.3134
O -9.9086 1.6810 14.2583
C -8.9051 0.9874 14.6431
O -8.2465 0.3320 13.8933
O -8.7363 1.1024 16.0019
H -8.3605 3.5344 16.8428
H -8.5587 2.3986 18.2530
H -9.7991 3.5181 17.8768
H -10.5386 1.3522 16.9908
H -10.0461 3.5841 15.3259
H -11.4694 2.5759 15.4145
C -17.9213 0.7828 16.7921
C -17.5663 -0.6795 16.3645
C -16.6141 -1.2158 17.4248
O -17.1363 -2.5251 17.6667
C -18.3830 -2.6972 17.1139
O -19.1445 -3.6116 17.2813
O -18.6586 -1.5561 16.4249
H -17.0486 1.4044 16.5923
H -18.1429 0.8262 17.8585
H -18.7481 1.0583 16.1374
H -17.0885 -0.7026 15.3850
H -16.3652 -0.6909 18.3470
H -15.6327 -1.2704 16.9537
C -14.6843 5.1564 10.5189
C -15.2026 6.4016 11.1666
C -15.6625 6.2152 12.6243
O -15.2330 7.3801 13.2517
C -14.4971 8.1315 12.4452
O -13.8991 9.1387 12.8315
O -14.3179 7.4453 11.2743
H -13.9413 4.6112 11.1011
H -14.2226 5.4012 9.5624
H -15.5185 4.4728 10.3613
H -16.0670 6.7653 10.6109
H -15.1592 5.3635 13.0818
H -16.7326 6.0209 12.6979
C -15.1086 1.3916 8.4272
C -14.5564 0.3182 7.4935
C -13.3763 0.7168 6.6170
O -12.4591 -0.2903 6.8186
C -12.8244 -1.1142 7.7672
O -12.1703 -2.1088 8.1306
O -13.9732 -0.6873 8.3123
H -15.9419 0.9349 8.9612
H -15.4413 2.2862 7.9008
H -14.3804 1.7109 9.1727
H -15.3884 -0.0756 6.9096
H -13.0568 1.6789 7.0176
H -13.7018 0.8300 5.5829
C -21.9758 5.5019 10.5346
C -20.6868 5.5961 11.4291
C -19.3593 5.2631 10.8287
O -18.5468 6.3593 11.1423
C -19.2157 7.2862 11.8183
O -18.8417 8.3772 12.2958
O -20.5104 6.9755 11.7839
H -21.8408 6.1642 9.6795
H -22.8836 5.7484 11.0852
H -22.0751 4.5076 10.0991
H -20.8087 4.9860 12.3241
H -19.3819 4.9019 9.8005
H -18.9107 4.4330 11.3745
N -20.2320 5.0697 17.3268
C -19.9066 4.2810 16.2142
C -19.7160 5.1062 15.1211
C -20.0377 6.4243 15.5471
C -20.2887 6.3791 16.9394
H -20.5556 4.7369 18.2238
H -19.8735 3.2077 16.3295
H -19.3771 4.7661 14.1537
H -20.0731 7.3591 15.0074
H -20.4683 7.2197 17.5934
*
```

* orbital gap: 7.612 eV
* E_HOMO: -7.904 eV
* LUMO level: -0.292 eV

Atomic partial charges in e from the Löwdin method, atoms 1 to 6: -0.018, -0.274, -0.135, 0.097, -0.514, 0.124


The calculated total energy results, record by record, are as follows: -29330.36601; -19010.16404; -219830.46968; -9315.97075; -10274.64427; -30970.63862; -10948.57085; -140760.73233 eV.
The molecular weight results, record by record, are as follows: 147.228; 86.468; 1058.724; 88.062; 108.100; 326.312; 117.148; 1394.248 u.